Here is a single C6H7N molecule from OMol25. Energies are from wB97M-V/def2-TZVPD.

Output
Total charge: 0
Energy above the lowest of the compared OMol25 structures with the same formula, charge and spin, kcal/mol: 22.3
Largest force on an atom, eV/Å: 0.91
Highest occupied orbital energy, eV: -9.79
Kohn-Sham gap, eV: 10.624
LUMO, eV: 0.84

Last column: Mulliken charge in e.
Atoms and positions in Å:
N  0.7378  -2.6451  -1.9223  -0.4719
C  0.4921  -1.7412  -1.2617  -0.0438
C  0.4487  -0.7117  -0.1966  0.4442
C  -0.8678  -0.6185  0.6342  -0.7584
C  -0.9228  0.8401  1.0293  -0.3725
C  -0.0448  1.5776  0.3563  -0.3749
C  0.7663  0.7549  -0.6198  -0.7564
H  1.2565  -1.0952  0.4341  0.2137
H  -1.7582  -0.8852  0.0488  0.3360
H  -0.8421  -1.2929  1.4960  0.3244
H  -1.6330  1.2235  1.7594  0.3997
H  0.0727  2.6552  0.4531  0.3998
H  0.4549  0.9768  -1.6495  0.3359
H  1.8397  0.9617  -0.5613  0.3243